Entry from the OMol25 dataset: a molecular structure, C9H17AlBeBr5F4O2P at a distorted geometry (ωB97M-V/def2-TZVPD).

Positions of all 40 atoms, in Å:
1 Br 3.83506 -4.46952 0.49533
2 Br 1.04697 -6.29147 -1.42192
3 Br 5.74810 -4.38553 3.04666
4 Br 5.17552 -7.16349 1.62377
5 Br 2.73712 -2.40983 -2.26222
6 P -0.19671 -2.10034 -1.11520
7 Al -2.85700 -1.98365 -0.73354
8 F 0.97404 -2.74399 -3.14998
9 F 3.76120 -1.42545 -0.27766
10 F 3.38749 -0.54454 1.69821
11 F 2.05214 -2.09319 0.92220
12 O 0.83818 0.46918 0.97218
13 O -2.74815 2.94983 -0.00494
14 C -0.83556 -1.15896 0.31510
15 C -3.06231 5.28293 0.31166
16 C -3.06225 3.53484 -1.28206
17 C -0.38448 0.35058 0.24890
18 C 2.74774 -0.98584 0.65152
19 C -2.91649 3.94767 1.02247
20 C 4.48923 -5.45545 2.10413
21 C 1.89935 0.14056 0.05783
22 C -3.72605 4.87237 -0.99848
23 Be 1.87867 -4.19434 -0.81604
24 H -1.96368 -1.16980 0.35897
25 H 0.52554 -1.21179 -1.87633
26 H -1.14354 1.00713 0.67920
27 H -2.07753 5.71026 0.11065
28 H 2.57695 0.98725 -0.09814
29 H -0.27869 0.62207 -0.80540
30 H 0.60131 -3.24766 -0.71886
31 H -3.59021 5.59089 -1.80367
32 H 1.53466 -0.15320 -0.91140
33 H -3.81821 3.69880 1.58913
34 H -4.79753 4.73283 -0.84343
35 H -2.12477 3.66545 -1.83438
36 H -3.70572 2.85696 -1.84519
37 H 3.63049 -5.60753 2.74374
38 H -3.63582 6.00646 0.88618
39 H -0.45249 -1.55236 1.26055
40 H -2.06261 3.92189 1.70048

DFT total energy = -14370.846865 a.u.
Total charge = +2
HOMO level = -13.924 eV

Calculated atomic charges, method natural (NBO), unit e: atom 1 (Br): -0.047, atom 2 (Br): -0.554, atom 3 (Br): 0.224, atom 4 (Br): 0.231, atom 5 (Br): 0.520, atom 6 (P): 0.419, atom 7 (Al): 0.944, atom 8 (F): -0.413, atom 9 (F): -0.366, atom 10 (F): -0.258, atom 11 (F): -0.338, atom 12 (O): -0.477, atom 13 (O): -0.583, atom 14 (C): -0.797, atom 15 (C): -0.431, atom 16 (C): -0.068, atom 17 (C): -0.057, atom 18 (C): 0.976, atom 19 (C): -0.070, atom 20 (C): -0.470, atom 21 (C): -0.176, atom 22 (C): -0.432, atom 23 (Be): 1.258, atom 24 (H): 0.076, atom 25 (H): 0.050, atom 26 (H): 0.270, atom 27 (H): 0.207, atom 28 (H): 0.251, atom 29 (H): 0.179, atom 30 (H): -0.197, atom 31 (H): 0.234, atom 32 (H): 0.184, atom 33 (H): 0.176, atom 34 (H): 0.213, atom 35 (H): 0.161, atom 36 (H): 0.180, atom 37 (H): 0.243, atom 38 (H): 0.238, atom 39 (H): 0.317, atom 40 (H): 0.183



Entry from the OMol25 dataset: a molecular structure, C29H21CoF5N3O2S (ωB97M-V/def2-TZVPD).

Positions of all 62 atoms, in Å:
1 Co -0.18572 0.40253 0.77016
2 S 1.83767 1.63661 0.56074
3 F 0.90757 -1.24958 -3.55654
4 F 4.58897 1.63183 -0.76983
5 F 0.16845 -0.02185 -1.29853
6 F 3.49507 -1.09772 -4.44420
7 F 5.30641 0.36930 -3.02058
8 O -3.18399 2.92932 1.78118
9 O 0.99002 -2.39897 3.47151
10 N -0.80307 0.47649 2.56686
11 N 0.58754 -1.31175 1.44824
12 N -1.72531 1.63157 0.51314
13 C -3.92247 1.56720 -2.44723
14 C 1.49406 -3.67961 -1.22071
15 C -0.92427 -0.52546 4.68540
16 C 1.39194 -2.16569 0.65337
17 C -0.63903 3.87805 -0.93836
18 C -2.29981 2.00309 -0.72874
19 C 3.64341 0.93626 -1.43378
20 C 0.74034 -2.92940 -0.32861
21 C 3.11798 -0.44957 -3.32509
22 C 4.03129 0.29382 -2.59665
23 C 1.81243 -0.53307 -2.87255
24 C -3.38534 1.25992 -1.20431
25 C -0.40940 -0.47608 3.40022
26 C 2.87954 -3.68368 -1.14175
27 C 3.50459 -2.94549 -0.15117
28 C 1.46801 0.12435 -1.70984
29 C -3.39315 2.59694 -3.21111
30 C -2.33343 1.35882 4.11181
31 C -1.88443 0.41783 5.03707
32 C -3.95843 0.14389 -0.37537
33 C -1.76607 1.34541 2.85056
34 C 3.51845 -1.38911 1.80111
35 C -0.76199 -2.93513 -0.41725
36 C 2.77937 -2.18238 0.76086
37 C 2.34230 0.87459 -0.93325
38 C -2.32019 3.32494 -2.72339
39 C 0.50607 -1.51468 2.76670
40 C -2.29284 2.09756 1.63256
41 C -1.76457 3.04447 -1.47949
42 H -4.32401 0.51548 0.58260
43 H -4.78835 -0.33359 -0.89695
44 H 0.09842 3.27441 -0.40774
45 H 0.98811 -4.25260 -1.98861
46 H 4.35098 -1.97937 2.18451
47 H -1.89807 4.13052 -3.31153
48 H -3.12086 2.06581 4.32750
49 H -0.59612 -1.31095 5.35021
50 H -1.02676 4.61154 -0.22828
51 H -0.13679 4.41623 -1.74141
52 H -3.20612 -0.61690 -0.15768
53 H 3.46542 -4.25514 -1.84987
54 H 4.58636 -2.94836 -0.07685
55 H -1.16571 -1.93493 -0.58734
56 H -1.20716 -3.30029 0.50957
57 H 2.88567 -1.11580 2.64167
58 H -1.09232 -3.57098 -1.23839
59 H -3.80880 2.82470 -4.18389
60 H -4.76237 0.99125 -2.81593
61 H -2.31404 0.40027 6.03049
62 H 3.91455 -0.46687 1.37474

2S+1 = 2
DFT total energy = -3712.902794 a.u.
Total charge = -1
HOMO level (alpha / beta) = -4.798 / -4.834 eV
ΔE to the lowest compared entry with this formula, charge and spin = 0.000 eV

Calculated atomic charges, method natural (NBO), unit e: atom 1 (Co): 1.135, atom 2 (S): -0.362, atom 3 (F): -0.300, atom 4 (F): -0.305, atom 5 (F): -0.328, atom 6 (F): -0.301, atom 7 (F): -0.302, atom 8 (O): -0.667, atom 9 (O): -0.674, atom 10 (N): -0.437, atom 11 (N): -0.746, atom 12 (N): -0.764, atom 13 (C): -0.219, atom 14 (C): -0.221, atom 15 (C): -0.223, atom 16 (C): 0.227, atom 17 (C): -0.653, atom 18 (C): 0.230, atom 19 (C): 0.306, atom 20 (C): -0.054, atom 21 (C): 0.236, atom 22 (C): 0.272, atom 23 (C): 0.327, atom 24 (C): -0.037, atom 25 (C): 0.156, atom 26 (C): -0.230, atom 27 (C): -0.214, atom 28 (C): 0.271, atom 29 (C): -0.227, atom 30 (C): -0.224, atom 31 (C): -0.165, atom 32 (C): -0.629, atom 33 (C): 0.150, atom 34 (C): -0.635, atom 35 (C): -0.622, atom 36 (C): -0.027, atom 37 (C): -0.244, atom 38 (C): -0.213, atom 39 (C): 0.609, atom 40 (C): 0.617, atom 41 (C): -0.029, atom 42 (H): 0.224, atom 43 (H): 0.204, atom 44 (H): 0.255, atom 45 (H): 0.201, atom 46 (H): 0.205, atom 47 (H): 0.197, atom 48 (H): 0.241, atom 49 (H): 0.242, atom 50 (H): 0.219, atom 51 (H): 0.201, atom 52 (H): 0.215, atom 53 (H): 0.203, atom 54 (H): 0.200, atom 55 (H): 0.214, atom 56 (H): 0.219, atom 57 (H): 0.234, atom 58 (H): 0.206, atom 59 (H): 0.200, atom 60 (H): 0.196, atom 61 (H): 0.211, atom 62 (H): 0.229



Entry from the OMol25 dataset: a molecular structure, Ag2I at a distorted geometry (ωB97M-V/def2-TZVPD).

Positions of all 3 atoms, in Å:
1 I 0.45397 0.50351 -0.11292
2 Ag -2.28699 1.22320 -1.17464
3 Ag 1.83303 -1.72671 1.28756

2S+1 = 3
DFT total energy = -590.148417 a.u.
Total charge = +3
HOMO level (alpha / beta) = -26.455 / -26.118 eV
ΔE to the lowest compared entry with this formula, charge and spin = 3.313 eV

Calculated atomic charges, method natural (NBO), unit e: atom 1 (I): 0.933, atom 2 (Ag): 1.032, atom 3 (Ag): 1.035